The following is a DFT calculation (ωB97M-V/def2-TZVPD) of the molecule C24H26N6O2.

Each line ends with the natural charge from an NBO analysis.
Element x y z (Å)
1 C 1.16 -5.37 0.79  -0.2190
2 C -2.18 0.88 -1.11  0.6766
3 C -5.01 1.62 -0.37  -0.2751
4 C -5.05 -0.49 0.77  -0.2692
5 H 4.84 0.39 -0.32  0.2015
6 C -0.31 -3.06 0.20  0.0838
7 C 1.74 -4.39 0.03  -0.2066
8 C -0.15 -5.22 1.26  -0.2101
9 C 1.64 1.82 2.41  -0.0702
10 C -0.89 0.22 -1.27  -0.3686
11 O -2.41 1.97 -1.63  -0.6742
12 C -4.36 0.45 0.00  0.2375
13 O 2.20 3.10 2.56  -0.5209
14 H 0.56 1.93 2.59  0.1962
15 C 3.75 0.48 -0.38  -0.2191
16 H 2.75 -4.48 -0.35  0.2198
17 H -8.01 1.09 1.10  0.2107
18 H 2.78 2.00 -1.59  0.2103
19 H 3.95 4.08 2.46  0.1913
20 C -6.99 0.91 0.79  -0.2398
21 C 1.90 1.25 1.02  -0.2558
22 C -0.87 -4.09 0.98  -0.1900
23 C 3.90 2.54 0.93  -0.2507
24 H 1.37 1.88 0.28  0.1682
25 H 4.25 1.35 -2.31  0.2158
26 H -4.49 2.35 -0.97  0.2516
27 H -6.87 -0.99 1.77  0.2122
28 H -4.54 -1.40 1.07  0.2096
29 C -6.32 1.84 0.02  -0.1894
30 H 3.02 -0.85 -2.66  0.2395
31 H -0.58 -6.00 1.86  0.2150
32 H 0.81 2.21 -3.29  0.3978
33 H 4.98 2.47 0.79  0.2026
34 C -0.46 -1.05 -0.79  0.2377
35 C 0.89 -1.22 -1.28  0.3464
36 H 1.71 -6.26 1.02  0.2149
37 C 3.59 3.06 2.33  -0.0701
38 N -3.05 0.16 -0.36  -0.6256
39 H -2.69 -0.73 -0.02  0.4313
40 H 4.07 2.40 3.07  0.1656
41 C -6.35 -0.26 1.17  -0.1952
42 C 3.36 1.09 -1.75  -0.4454
43 N -1.05 -1.96 -0.06  -0.4586
44 N 1.23 -0.12 -2.02  -0.3965
45 H -0.76 2.41 -2.52  0.4562
46 H 3.34 -0.52 -0.29  0.2129
47 H -6.81 2.76 -0.27  0.2118
48 C 2.53 0.12 -2.60  -0.2148
49 H 2.06 1.14 3.16  0.1656
50 H -1.88 -3.96 1.34  0.2200
51 H 3.49 3.25 0.19  0.1649
52 H 1.50 0.24 0.96  0.2040
53 N 1.63 -2.26 -1.05  -0.4387
54 N 0.16 1.97 -2.57  -0.7916
55 H 2.40 0.52 -3.61  0.1990
56 C 0.17 0.75 -2.00  0.5028
57 N 3.33 1.21 0.80  -0.4427
58 C 1.02 -3.22 -0.29  0.1647

As for the energy above the lowest of the compared OMol25 structures with the same formula, charge and spin: 0.000 eV. As for the HOMO-LUMO gap: 0.2828 Ha. The calculation puts the LUMO energy at -0.14 eV. As for the HOMO energy: -7.83 eV.

***

The following is a DFT calculation (ωB97M-V/def2-TZVPD) of a structure of composition CH16N2O7Pt.

Each line ends with the Löwdin spin population.
Element x y z (Å)
1 H -21.59 9.71 4.61  0.0018
2 C -20.80 8.78 6.04  0.0442
3 O -20.79 9.42 9.53  0.1327
4 H -17.74 5.88 8.10  0.0260
5 H -18.85 8.71 11.49  0.0373
6 H -21.52 9.35 10.14  0.0360
7 Pt -19.50 7.77 9.03  1.8465
8 O -19.54 5.62 9.97  0.0948
9 O -21.68 6.69 8.69  0.0808
10 H -21.83 6.93 6.00  0.0078
11 H -19.66 4.77 9.53  0.0322
12 H -18.07 6.37 6.71  0.0253
13 H -20.30 10.58 5.58  0.0056
14 H -20.96 10.22 9.03  0.0327
15 O -18.08 9.39 8.47  0.1039
16 O -20.14 8.62 7.06  0.0834
17 H -19.46 5.39 10.90  0.0324
18 H -17.71 7.72 11.49  0.0362
19 N -20.94 9.83 5.38  0.0095
20 H -17.59 10.10 8.87  0.0226
21 H -21.72 5.82 9.07  0.0229
22 O -18.26 6.53 7.63  0.1027
23 H -21.80 7.94 4.60  0.0010
24 H -22.59 6.97 8.62  0.0197
25 O -18.44 8.03 10.96  0.1342
26 N -21.60 7.82 5.58  0.0105
27 H -17.88 9.45 7.54  0.0172

As for the HOMO-LUMO gap (spin up / spin down): 0.1325 / 0.3334 Ha. The spin multiplicity is 4. The net charge is +1. The calculation puts the LUMO energy (spin up / spin down) at -2.48 / -3.10 eV. Its expectation value of S² is 3.75. As for the HOMO energy (spin up / spin down): -6.08 / -12.17 eV.

***

The following is a DFT calculation (ωB97M-V/def2-TZVPD) of the molecule C2H7NOSi2.

Each line ends with the Löwdin spin population.
Element x y z (Å)
1 C -0.69 -1.27 -0.11  0.0574
2 N -0.87 1.20 0.25  0.4374
3 H -1.15 -2.02 0.49  0.0056
4 H 2.14 -1.56 1.27  0.0194
5 H -1.26 2.14 0.38  0.0212
6 Si 1.12 1.26 0.02  0.5713
7 H -0.89 -1.49 -1.11  0.0012
8 H 1.97 -1.29 -1.02  0.0228
9 C -1.52 0.06 0.12  0.0318
10 H 1.21 1.49 -1.32  0.1084
11 O -2.77 -0.03 0.19  0.4061
12 Si 1.19 -1.02 0.15  0.2362
13 H 1.52 2.51 0.69  0.0811

As for the HOMO-LUMO gap (spin up / spin down): 0.1852 / 0.2038 Ha. The spin multiplicity is 3. The calculation puts the LUMO energy (spin up / spin down) at 0.70 / -4.37 eV. Its expectation value of S² is 2.03. As for the HOMO energy (spin up / spin down): -4.34 / -9.92 eV.

***

The following is a DFT calculation (ωB97M-V/def2-TZVPD) of a structure of composition C6H15BI2InNiO2.

Each line ends with the Löwdin spin population.
Element x y z (Å)
1 B 0.03 2.36 0.30  0.3050
2 O -0.82 3.21 -0.20  0.1292
3 H 3.34 0.68 -1.02  0.0010
4 H -2.13 2.20 -1.47  0.0020
5 C 2.53 -0.19 0.84  0.0054
6 H -2.79 2.69 0.12  0.0019
7 I 0.19 -2.67 -2.23  0.0518
8 H -1.11 -4.08 0.59  0.0004
9 H -2.46 -3.21 1.26  0.0004
10 H 2.21 0.80 1.17  0.0032
11 H 0.29 1.23 -2.76  0.0377
12 C -2.15 2.98 -0.71  0.0081
13 H 1.82 -1.00 1.07  0.0011
14 I -1.65 -0.52 1.88  0.0322
15 C -0.74 -1.26 -0.95  0.0268
16 H 0.12 -2.17 0.78  0.0012
17 H -1.71 -1.02 -1.38  0.0002
18 Ni 0.57 0.38 2.15  1.0170
19 H -2.29 -3.29 -0.49  0.0004
20 H 2.89 -1.01 -1.15  0.0055
21 H 3.43 -0.41 1.42  -0.0003
22 C -0.88 -1.93 0.42  0.0011
23 H 1.64 2.52 1.44  0.0061
24 C -1.74 -3.20 0.44  0.0023
25 H -2.48 3.91 -1.14  0.0004
26 O 0.68 2.54 1.52  0.1313
27 C 2.62 -0.07 -0.69  0.0582
28 In 0.57 0.52 -1.22  0.1706

As for the HOMO-LUMO gap (spin up / spin down): 0.2967 / 0.2062 Ha. The spin multiplicity is 3. The net charge is +1. The calculation puts the LUMO energy (spin up / spin down) at -3.72 / -6.17 eV. Its expectation value of S² is 2.01. As for the HOMO energy (spin up / spin down): -11.80 / -11.78 eV.

***

The following is a DFT calculation (ωB97M-V/def2-TZVPD) of the ion C5H12NOS with charge -1.

Each line ends with the natural charge from an NBO analysis.
Element x y z (Å)
1 H -2.36 -0.01 1.95  0.2189
2 H 1.19 0.11 1.37  0.1650
3 S -1.06 -1.00 3.76  -0.0757
4 H 1.42 1.22 -0.81  0.1969
5 C -1.30 -0.17 2.16  -0.5142
6 H 1.81 -0.08 -2.60  0.0540
7 O 1.00 1.64 -3.42  -0.9436
8 H 0.42 -0.23 -3.77  0.0741
9 H -0.49 -1.95 1.15  0.2022
10 H -0.81 0.78 2.23  0.2169
11 H 1.23 -1.10 -0.01  0.2071
12 H -0.20 1.53 -0.17  0.1544
13 C 0.45 0.77 -0.60  -0.2243
14 N -0.06 0.18 -1.81  -0.7210
15 H -0.97 0.57 -2.03  0.3400
16 C 0.89 0.39 -3.00  0.1431
17 H 0.13 -0.47 4.03  0.1165
18 H -1.29 -0.97 0.08  0.2254
19 C 0.67 -0.31 0.49  -0.3922
20 C -0.67 -0.91 0.98  -0.4436

As for the energy above the lowest of the compared OMol25 structures with the same formula, charge and spin: 2.446 eV. As for the HOMO-LUMO gap: 0.1948 Ha. The net charge is -1. The calculation puts the LUMO energy at 2.75 eV. As for the HOMO energy: -2.55 eV.

***

The following is a DFT calculation (ωB97M-V/def2-TZVPD) of the ion CH2NO2S3 with charge -1.

Each line ends with the natural charge from an NBO analysis.
Element x y z (Å)
1 C 1.03 -0.21 0.13  -0.1817
2 S -1.65 0.20 -0.09  2.1163
3 N -0.45 -0.82 -0.19  -0.9418
4 H -1.02 1.30 -0.64  -0.0455
5 H 3.14 -0.60 0.36  0.1071
6 S 1.38 1.38 0.24  -0.1826
7 O -2.67 -0.39 -0.93  -0.9827
8 S 2.27 -1.36 -0.16  0.1003
9 O -2.05 0.50 1.28  -0.9894

As for the energy above the lowest of the compared OMol25 structures with the same formula, charge and spin: 1.992 eV. As for the HOMO-LUMO gap: 0.2826 Ha. The net charge is -1. The calculation puts the LUMO energy at 3.04 eV. As for the HOMO energy: -4.65 eV.

***

Number 1: DFT total energy -38347.3493 eV. Number 2: DFT total energy -21845.0389 eV. Number 3: DFT total energy -21474.3931 eV. Number 4: DFT total energy -73645.3339 eV. Number 5: DFT total energy -19751.7846 eV. Number 6: DFT total energy -39159.8208 eV.